Record 1
{
  "formula": "C22H42BCrF7O18Ti",
  "method": "ωB97M-V/def2-TZVPD",
  "species": ["Ti", "Cr", "B", "F", "F", "F", "F", "C", "C", "C", "O", "H", "H", "H", "H", "H", "H", "H", "C", "C", "O", "C", "O", "C", "F", "F", "F", "H", "H", "H", "H", "H", "C", "O", "C", "O", "O", "C", "H", "H", "H", "H", "H", "H", "C", "O", "C", "O", "O", "C", "H", "H", "H", "H", "H", "H", "C", "O", "C", "O", "O", "C", "H", "H", "H", "H", "H", "H", "C", "O", "C", "O", "O", "C", "H", "H", "H", "H", "H", "H", "C", "O", "C", "O", "O", "C", "H", "H", "H", "H", "H", "H"],
  "xyz": [[-15.0703, -11.0450, 31.7941], [-14.2322, -9.1033, 35.0113], [-15.0506, -12.2998, 34.2507], [-15.2220, -13.3891, 35.0268], [-16.1248, -12.1063, 33.3286], [-14.9909, -11.1003, 35.0063], [-13.8367, -12.3671, 33.5192], [-15.9303, -6.9271, 33.0958], [-15.3234, -8.0127, 32.2597], [-14.4361, -7.4392, 31.1464], [-14.7365, -9.0493, 33.0270], [-16.5461, -6.2644, 32.4886], [-15.1459, -6.2720, 33.5065], [-16.4990, -7.3337, 33.9291], [-16.1721, -8.4959, 31.7178], [-14.7627, -6.4467, 30.8436], [-14.3642, -8.0881, 30.2732], [-13.4274, -7.3134, 31.5466], [-15.8802, -15.4378, 32.6891], [-15.7302, -16.8179, 32.0688], [-16.8495, -17.1294, 31.2250], [-16.6820, -16.9901, 29.9273], [-15.7602, -16.4908, 29.3623], [-17.8862, -17.5032, 29.1208], [-17.4481, -18.1777, 28.0538], [-18.6799, -18.3049, 29.8315], [-18.6012, -16.4518, 28.6958], [-16.7414, -15.4046, 33.3525], [-15.9211, -14.7107, 31.8750], [-14.9848, -15.2149, 33.2650], [-15.6420, -17.5920, 32.8294], [-14.8265, -16.8614, 31.4595], [-11.1106, -8.4248, 32.4868], [-10.5560, -9.6025, 33.0666], [-11.1663, -10.1105, 34.0987], [-12.1431, -9.6555, 34.6752], [-10.5265, -11.1822, 34.4952], [-11.0885, -11.9250, 35.5706], [-12.0064, -8.6908, 31.9298], [-10.3980, -8.0509, 31.7607], [-11.3623, -7.6876, 33.2439], [-12.1112, -12.2371, 35.3807], [-11.0689, -11.3639, 36.5099], [-10.4481, -12.7895, 35.7122], [-11.3651, -8.5268, 37.5743], [-11.9456, -9.6009, 38.3180], [-13.0832, -10.1192, 37.9337], [-13.7415, -9.8184, 36.9443], [-13.4310, -11.0619, 38.7445], [-14.7137, -11.7014, 38.5648], [-11.0032, -7.7968, 38.2907], [-12.1065, -8.0108, 36.9618], [-10.5820, -8.9253, 36.9392], [-14.8982, -11.9274, 37.5191], [-15.4813, -11.0850, 39.0280], [-14.6435, -12.6213, 39.1381], [-16.5484, -6.6954, 37.4456], [-17.5622, -7.6363, 37.1043], [-17.3336, -8.5384, 36.1761], [-16.2478, -8.8104, 35.6999], [-18.4357, -9.1560, 35.8728], [-18.3494, -10.1162, 34.8046], [-16.7432, -5.7866, 36.8844], [-15.5419, -7.0771, 37.2780], [-16.6399, -6.5164, 38.5130], [-17.7055, -9.7809, 33.9968], [-19.3689, -10.2844, 34.4764], [-17.9666, -11.0629, 35.1896], [-13.6348, -16.7567, 35.2573], [-14.6460, -17.6649, 35.6748], [-14.5600, -18.8989, 35.1771], [-13.7090, -19.2979, 34.4329], [-15.6154, -19.5666, 35.6043], [-15.6125, -20.9804, 35.3152], [-13.9529, -15.7759, 35.6051], [-13.5687, -16.7623, 34.1713], [-12.6677, -16.9666, 35.7145], [-15.7436, -21.1475, 34.2486], [-16.4825, -21.3913, 35.8200], [-14.7172, -21.4380, 35.7253], [-19.3117, -20.0897, 35.5048], [-18.5185, -18.9786, 35.1539], [-18.5799, -17.9114, 35.9493], [-19.0941, -17.8612, 37.0240], [-17.9234, -16.9115, 35.3491], [-17.9364, -15.6961, 36.0749], [-18.8202, -20.7341, 36.2432], [-19.4981, -20.7055, 34.6278], [-20.2750, -19.8277, 35.9454], [-17.3364, -14.9884, 35.5106], [-17.4818, -15.8187, 37.0631], [-18.9488, -15.3354, 36.2557]],
  "atomic_forces_ev_per_a": [[0.325, 0.967, 0.516], [-0.034, -0.474, -0.798], [0.576, 0.001, 0.293], [-0.199, -0.128, 0.325], [-0.047, -0.339, -0.331], [-0.232, -0.656, 0.300], [-0.474, 0.229, -0.448], [0.410, 0.773, 0.459], [-1.013, -0.650, -1.042], [0.649, -0.106, 0.735], [0.729, -0.356, 0.289], [-0.187, -0.139, 0.025], [0.015, -0.165, 0.078], [-0.148, 0.073, -0.189], [0.037, 0.168, 0.193], [-0.218, -0.080, -0.163], [-0.070, -0.010, -0.015], [-0.017, 0.103, -0.054], [0.260, -0.421, -0.420], [0.751, 0.405, 0.140], [-0.339, -0.504, 0.384], [-0.145, 0.170, -0.018], [0.538, 0.197, -0.194], [-0.048, -0.234, -0.043], [-0.138, 0.119, 0.138], [-0.036, 0.094, -0.106], [-0.055, -0.093, 0.015], [-0.087, 0.181, -0.163], [-0.313, 0.119, 0.173], [0.000, -0.021, 0.104], [-0.411, -0.099, -0.074], [-0.040, 0.032, 0.002], [-0.540, 0.102, -0.551], [0.201, 0.023, -0.055], [0.399, -0.341, 0.171], [-0.872, 0.484, -0.034], [0.019, -0.064, -0.220], [-0.058, -0.271, 0.936], [-0.093, -0.078, 0.179], [0.276, 0.028, 0.253], [0.139, 0.072, 0.035], [-0.033, 0.020, -0.299], [0.073, 0.162, -0.220], [-0.005, -0.028, -0.221], [-0.366, 0.487, -0.244], [0.082, 0.155, 0.118], [-0.161, -0.026, -0.538], [-0.141, 0.874, -0.163], [-0.067, -0.491, 0.649], [0.088, -0.305, 0.292], [0.292, -0.219, 0.106], [-0.020, -0.240, -0.024], [0.164, 0.075, 0.053], [-0.081, 0.170, -0.027], [-0.053, 0.129, -0.281], [0.067, -0.009, -0.065], [0.312, 0.065, 0.343], [-0.269, -0.244, -0.157], [-0.066, 0.056, 0.720], [1.065, 0.219, -0.335], [-0.262, 0.080, -0.310], [-0.133, -0.759, 0.089], [0.178, 0.096, 0.007], [-0.100, -0.063, -0.266], [-0.191, 0.115, -0.033], [-0.047, 0.189, 0.011], [-0.014, 0.191, -0.081], [0.103, 0.139, 0.049], [-0.002, 0.304, -0.013], [-0.004, 0.266, 0.340], [-0.275, 0.206, -0.216], [0.378, -0.141, -0.122], [-0.196, -0.605, 0.364], [-0.397, 0.264, 0.092], [-0.145, -0.018, -0.068], [0.257, -0.001, 0.016], [-0.022, -0.306, -0.138], [0.349, -0.019, -0.039], [0.003, 0.146, 0.114], [0.121, -0.052, -0.263], [-0.514, -1.045, 0.783], [-0.048, 0.343, -0.575], [0.571, -0.396, -0.427], [-0.477, 0.127, 0.582], [-0.152, -0.175, -0.233], [0.276, 0.297, 0.759], [0.177, 0.277, -0.050], [0.204, 0.329, -0.236], [0.108, 0.361, -0.125], [-0.132, 0.028, -0.118], [0.042, -0.143, -0.140], [-0.049, 0.006, -0.281]],
  "lowdin_charge": [0.8678, 0.9290, -1.3069, 0.2111, 0.0275, 0.0697, 0.0869, -0.0504, -0.5720, -0.0358, -0.4121, 0.0973, 0.0970, 0.0588, 0.1197, 0.0875, 0.0790, 0.0591, -0.0331, -0.1713, 0.0541, -0.4100, 0.1711, -0.5450, 0.1719, 0.1708, 0.1656, 0.0741, 0.0843, 0.0602, 0.1209, 0.1275, -0.0015, 0.0686, -0.5759, 0.0319, 0.0679, 0.0127, 0.0753, 0.1118, 0.1051, 0.0969, 0.0935, 0.1130, 0.0057, 0.0540, -0.5967, 0.0091, 0.0624, 0.0352, 0.1092, 0.0874, 0.0999, 0.0885, 0.1094, 0.1073, 0.0022, 0.0534, -0.5872, 0.0139, 0.0715, 0.0215, 0.1088, 0.0856, 0.1057, 0.0933, 0.1099, 0.1059, -0.0406, -0.0016, -0.6439, 0.1366, -0.0005, -0.0072, 0.0840, 0.0852, 0.1016, 0.1033, 0.0828, 0.1015, -0.0523, -0.0002, -0.6147, 0.1473, -0.0053, -0.0477, 0.0930, 0.0975, 0.0990, 0.0687, 0.1029, 0.1008],
  "s_squared": 15.758,
  "spin_multiplicity": 8,
  "e_homo_ev": [-8.7, -12.3],
  "homo_lumo_gap_ev": [6.0, 9.2],
  "total_charge": 1
}


Record 2
{
  "formula": "C22H42Cl2MnN5O4SSi4Te",
  "method": "ωB97M-V/def2-TZVPD",
  "species": ["Mn", "Cl", "C", "C", "C", "Cl", "C", "O", "C", "C", "O", "C", "H", "H", "H", "C", "C", "N", "N", "C", "S", "N", "N", "H", "H", "H", "H", "H", "H", "N", "C", "C", "C", "O", "O", "H", "H", "H", "H", "H", "H", "C", "Si", "C", "C", "Si", "Te", "Si", "C", "C", "C", "Si", "C", "C", "C", "H", "H", "H", "H", "H", "H", "H", "H", "H", "H", "H", "H", "H", "H", "H", "H", "H", "H", "H", "H", "H", "H", "H", "H", "H", "H", "H"],
  "xyz": [[-1.4742, -0.2229, 0.9220], [-5.9343, 4.1579, 5.0207], [-4.7169, 3.1125, 4.3501], [-3.3677, 3.3688, 4.6575], [-2.3776, 2.5736, 4.1551], [-0.7218, 2.8825, 4.5314], [-2.6476, 1.4537, 3.2829], [-1.6998, 0.7571, 2.8310], [-4.0358, 1.2296, 3.0130], [-4.4562, 0.1057, 2.2338], [-3.7382, -0.7254, 1.6892], [-5.0464, 2.0608, 3.5502], [-3.1182, 4.2045, 5.2968], [-5.5519, -0.0031, 2.1500], [-6.0834, 1.8467, 3.3217], [-3.5996, -3.0756, 4.0150], [-2.2493, -2.6110, 4.4086], [-1.8526, -2.4245, 5.6284], [-0.5449, -2.0578, 5.5064], [-0.1040, -2.0108, 4.2318], [1.4029, -1.6806, 3.6376], [-1.2274, -2.3662, 3.5291], [-1.2882, -2.3079, 2.1360], [-4.1309, -3.3801, 4.9133], [-3.5327, -3.9272, 3.3356], [-4.1601, -2.2918, 3.5101], [0.0130, -1.8383, 6.3107], [-0.6490, -2.9914, 1.7364], [-2.2343, -2.5248, 1.8278], [-2.7667, 1.2090, -0.3353], [-3.6573, 0.6123, -1.3424], [-2.9652, -0.5141, -2.1095], [-2.8545, -1.7882, -1.2555], [-3.6542, -2.6994, -1.4283], [-1.9077, -1.7818, -0.3858], [-3.2958, 1.8289, 0.2712], [-2.0291, 1.7626, -0.7654], [-4.0246, 1.3701, -2.0450], [-4.5273, 0.2094, -0.8185], [-1.9650, -0.1859, -2.4085], [-3.5446, -0.7380, -3.0048], [3.3842, -2.3135, -3.4001], [2.0830, -1.9273, -2.0775], [0.4219, -2.5095, -2.7525], [2.4575, -2.9249, -0.5238], [2.1764, 0.3637, -1.5860], [0.7981, 1.1324, 0.3246], [4.3338, 0.9156, -0.8013], [4.6469, 0.0981, 0.8710], [5.7832, 0.4461, -1.9280], [4.4047, 2.7943, -0.5808], [1.7658, 1.6874, -3.4849], [0.3498, 1.0108, -4.5445], [3.2975, 1.7991, -4.5935], [1.3006, 3.4420, -2.9623], [3.3979, -3.3879, -3.6029], [4.3900, -2.0128, -3.1031], [3.1486, -1.8058, -4.3379], [0.5554, -3.5129, -3.1701], [0.0228, -1.8720, -3.5413], [-0.3235, -2.5631, -1.9591], [2.3269, -3.9929, -0.7185], [1.7873, -2.6362, 0.2876], [3.4775, -2.7681, -0.1679], [4.7954, -0.9781, 0.7696], [3.8079, 0.2600, 1.5468], [5.5483, 0.5184, 1.3256], [5.8608, -0.6328, -2.0730], [6.7126, 0.7810, -1.4595], [5.7172, 0.9131, -2.9123], [3.6014, 3.1374, 0.0718], [4.3090, 3.3105, -1.5378], [5.3613, 3.0849, -0.1385], [0.4450, -0.0568, -4.7417], [0.3357, 1.5305, -5.5069], [-0.6155, 1.1753, -4.0629], [3.6591, 0.8160, -4.8975], [4.1140, 2.3099, -4.0792], [3.0625, 2.3677, -5.4970], [0.5682, 3.4165, -2.1553], [0.8807, 3.9938, -3.8076], [2.1690, 3.9909, -2.5961]],
  "atomic_forces_ev_per_a": [[-0.081, -0.265, 0.130], [-0.132, 0.064, 0.037], [0.100, -0.153, -0.108], [0.155, -0.041, -0.014], [-0.150, 0.028, -0.006], [0.005, 0.055, 0.048], [0.032, 0.186, 0.141], [0.000, -0.193, -0.241], [-0.011, 0.130, 0.052], [-0.016, -0.023, 0.026], [-0.044, -0.141, -0.076], [0.117, 0.030, 0.035], [0.038, -0.002, 0.008], [-0.124, -0.054, -0.051], [-0.017, -0.004, -0.007], [-0.058, -0.027, -0.005], [-0.017, -0.050, 0.069], [-0.155, -0.040, 0.061], [0.030, 0.013, -0.132], [0.051, 0.055, -0.085], [0.070, -0.007, -0.043], [0.129, 0.061, 0.152], [-0.174, 0.021, 0.023], [0.002, 0.013, -0.004], [-0.003, -0.006, 0.001], [0.008, 0.000, -0.028], [-0.010, -0.012, -0.007], [0.023, 0.073, -0.001], [0.067, -0.052, -0.049], [-0.099, 0.075, 0.111], [-0.057, -0.028, -0.090], [-0.019, -0.035, 0.055], [-0.116, 0.122, -0.171], [-0.011, -0.015, -0.045], [0.063, 0.002, 0.207], [0.084, 0.062, -0.007], [0.000, -0.037, -0.020], [0.045, -0.025, 0.022], [0.007, -0.013, -0.026], [0.007, -0.003, 0.003], [-0.002, -0.050, 0.023], [-0.051, -0.027, 0.065], [-0.078, 0.058, -0.016], [0.157, -0.049, 0.061], [0.022, 0.022, -0.102], [0.150, -0.024, -0.050], [0.267, 0.294, 0.018], [-0.099, 0.034, 0.050], [0.043, 0.095, -0.160], [-0.058, 0.003, 0.026], [0.057, -0.178, 0.000], [-0.022, -0.013, 0.076], [0.101, 0.109, 0.019], [-0.109, 0.030, 0.046], [0.051, -0.135, -0.135], [0.009, -0.030, -0.009], [-0.015, 0.008, 0.024], [-0.021, 0.037, -0.025], [-0.051, -0.012, 0.009], [0.041, 0.040, -0.028], [0.002, 0.020, 0.043], [-0.009, -0.025, 0.006], [-0.042, 0.039, 0.033], [0.017, 0.018, -0.029], [-0.014, -0.033, -0.023], [-0.059, 0.015, 0.028], [0.019, 0.009, 0.025], [-0.023, -0.010, 0.018], [0.042, 0.020, 0.002], [-0.029, -0.002, -0.003], [-0.039, -0.007, 0.017], [-0.011, 0.005, -0.049], [0.020, 0.020, 0.029], [0.049, -0.018, -0.013], [-0.036, 0.018, -0.014], [-0.028, -0.018, 0.052], [0.002, -0.062, -0.002], [0.005, 0.005, 0.021], [0.012, 0.018, -0.038], [-0.048, -0.017, 0.025], [-0.009, 0.026, -0.016], [0.047, 0.004, 0.029]],
  "lowdin_charge": [0.5294, 0.6277, -0.6872, -0.1289, -0.5766, 0.7104, -0.3970, -0.1593, -0.1396, -0.2246, -0.0392, -0.0806, 0.1020, 0.1302, 0.1093, 0.0037, -0.3409, 0.1042, 0.0132, -0.8538, 0.5616, -0.0764, 0.0892, 0.0841, 0.0920, 0.0624, 0.1412, 0.1104, 0.0811, -0.0298, -0.2371, -0.1052, -0.6750, 0.0182, -0.1875, 0.0859, 0.0367, 0.1075, 0.1129, 0.0978, 0.1132, -0.2189, 0.3410, -0.1985, -0.2111, -0.0189, 0.4471, 0.3122, -0.2238, -0.2206, -0.2284, 0.3305, -0.2181, -0.2257, -0.2317, 0.0234, 0.0024, 0.0171, 0.0313, 0.0073, 0.0091, 0.0277, 0.0058, 0.0143, 0.0132, 0.0012, 0.0246, 0.0068, 0.0228, 0.0086, 0.0120, 0.0074, 0.0228, 0.0048, 0.0237, 0.0152, 0.0165, 0.0095, 0.0221, -0.0078, 0.0228, 0.0147],
  "s_squared": 8.755,
  "e_above_lowest_kj_mol": 84.1,
  "spin_multiplicity": 6,
  "e_homo_ev": [-4.3, -4.4],
  "homo_lumo_gap_ev": [6.3, 6.4],
  "total_charge": -1
}


Number 1: energy -131586.280 eV, M 838.2 u. Number 2: energy -145149.172 eV, M 838.5 u.